Record 1
{
  "formula": "C13H46N3O7",
  "method": "ωB97M-V/def2-TZVPD",
  "elements": ["N", "H", "H", "H", "H", "C", "C", "C", "O", "C", "N", "H", "H", "H", "H", "H", "H", "H", "H", "H", "H", "H", "C", "C", "C", "O", "C", "N", "H", "H", "H", "H", "H", "H", "H", "H", "H", "H", "H", "C", "O", "H", "H", "H", "H", "C", "O", "H", "H", "H", "H", "C", "O", "H", "H", "H", "H", "C", "O", "H", "H", "H", "H", "C", "O", "H", "H", "H", "H"],
  "coordinates": [[-0.621928, 0.249783, -0.413870], [-1.330928, 0.974783, -0.411870], [-0.973928, -0.458217, 0.240130], [0.226072, 0.760783, -0.103870], [-0.569928, -0.097217, -1.291870], [1.451072, 2.086783, 2.091130], [0.171072, 2.125783, 2.861130], [-0.057928, 3.281783, 3.874130], [0.995072, 3.271783, 4.849130], [0.852072, 4.312783, 5.705130], [-0.958928, 1.989783, 1.983130], [1.676072, 1.002783, 1.687130], [2.121072, 2.369783, 2.585130], [1.435072, 2.584783, 1.119130], [0.267072, 1.211783, 3.505130], [-1.166928, 3.274783, 4.307130], [-0.008928, 4.249783, 3.306130], [-0.147928, 4.255783, 6.099130], [1.106072, 5.093783, 5.038130], [1.563072, 4.352783, 6.391130], [-1.722928, 1.831783, 2.537130], [-1.212928, 2.896783, 1.674130], [0.488072, -4.978217, -1.816870], [0.662072, -3.564217, -0.983870], [1.971072, -2.816217, -0.900870], [3.057072, -3.573217, -0.309870], [4.234072, -2.713217, 0.052130], [-0.448928, -2.719217, -1.407870], [-0.398928, -5.632217, -1.764870], [1.364072, -5.621217, -1.671870], [0.599072, -4.721217, -2.697870], [0.377072, -4.059217, -0.074870], [1.848072, -1.766217, -0.532870], [2.304072, -2.745217, -1.973870], [5.197072, -3.251217, 0.471130], [3.951072, -2.030217, 0.810130], [4.633072, -2.204217, -0.654870], [-0.312928, -2.744217, -2.471870], [-1.322928, -3.322217, -1.436870], [-2.407928, 2.708783, -2.680870], [-3.022928, 1.387783, -2.622870], [-1.428928, 2.948783, -2.386870], [-3.015928, 3.432783, -2.031870], [-2.434928, 3.177783, -3.642870], [-3.674928, 1.368783, -3.367870], [0.997072, -1.870217, 2.988130], [-0.134928, -1.963217, 2.067130], [0.741072, -1.232217, 3.899130], [2.015072, -1.479217, 2.454130], [1.021072, -2.954217, 3.352130], [-0.832928, -2.587217, 2.456130], [-4.193928, -0.808217, 0.107130], [-3.405928, -0.280217, 1.186130], [-3.957928, -0.249217, -0.663870], [-5.277928, -0.800217, 0.418130], [-3.995928, -1.805217, -0.281870], [-3.985928, 0.107783, 1.934130], [1.510072, 1.890783, -2.871870], [1.847072, 2.356783, -1.532870], [1.357072, 0.900783, -2.770870], [2.243072, 2.045783, -3.458870], [0.603072, 2.300783, -3.378870], [2.032072, 3.253783, -1.543870], [-0.980928, -0.687217, -4.732870], [-0.067928, -1.232217, -3.877870], [-2.145928, -0.868217, -4.476870], [-0.702928, -1.121217, -5.743870], [-0.683928, 0.344783, -4.644870], [0.693072, -1.449217, -4.415870]],
  "forces_ev_per_a": [[-0.510, 2.320, 3.502], [-0.403, 0.236, 0.133], [0.602, -0.167, 0.269], [-0.312, -0.779, -0.019], [0.601, -1.928, -3.669], [-8.874, -5.627, -8.818], [0.038, -1.110, 2.020], [0.075, 0.523, -0.378], [-0.948, -3.530, -2.101], [-2.414, 0.841, -2.423], [1.231, -0.158, -1.423], [-0.432, 1.641, 1.258], [10.453, 4.144, 7.294], [-0.231, 0.742, 0.230], [-0.605, 0.574, -0.399], [2.252, -0.373, -0.422], [-0.007, -0.384, 0.360], [-0.442, 0.871, 0.552], [-0.697, 2.365, -0.043], [3.024, -0.511, 3.404], [-2.549, -1.339, 1.717], [0.188, 1.361, -0.953], [1.679, -1.164, 7.196], [-2.296, -3.937, 1.003], [1.667, -0.427, -2.254], [0.943, 1.347, 0.912], [-1.546, -4.965, 4.591], [-0.993, -0.544, -2.800], [0.010, 0.945, 0.832], [-0.134, -0.037, 0.503], [0.703, 2.400, -9.058], [0.257, 0.957, 1.527], [-0.002, -0.937, 0.238], [-0.300, 0.628, 0.468], [-2.515, 0.016, -0.667], [-0.551, 0.665, 0.950], [1.893, 3.302, -5.556], [-0.245, 1.015, 1.663], [1.285, 0.823, 0.806], [-3.485, 1.687, 0.786], [0.739, 0.961, -0.905], [1.780, -1.392, 0.894], [0.529, -1.028, -0.713], [-0.369, -0.210, -0.996], [0.896, -0.013, 1.057], [0.069, -1.072, 0.386], [-0.751, -0.143, 0.506], [0.466, -0.517, -1.321], [-2.772, -1.160, 1.161], [1.220, 1.585, -0.177], [1.742, 1.471, -0.725], [-2.473, -1.825, 3.847], [-0.660, 0.251, 1.923], [0.298, 3.239, -4.023], [1.021, 0.173, -0.821], [0.592, -0.593, 1.090], [1.298, -1.269, -2.168], [-4.518, 2.199, 3.864], [-1.487, -2.887, -0.650], [-0.482, -3.475, 0.301], [5.414, 1.090, -4.253], [0.370, 0.211, 0.897], [0.586, 2.713, -0.148], [-2.039, 0.103, -2.046], [1.266, -1.978, 2.225], [2.939, 0.257, -0.363], [-1.216, 0.942, 0.662], [-1.172, 1.076, -0.973], [0.305, -0.200, 0.238]],
  "mulliken_charge": [0.553, 0.282, 0.106, -0.073, -0.050, -1.888, 0.890, -0.711, -0.343, -0.809, -0.391, -0.050, 1.126, 0.210, -0.181, 0.335, 0.398, 0.293, 0.353, 0.332, 0.231, 0.268, -1.945, 0.230, -0.182, -0.410, -0.869, -0.305, 0.352, 0.399, 0.765, 0.197, 0.207, 0.219, 0.270, 0.225, 0.493, 0.148, 0.298, -0.836, -0.419, 0.251, 0.305, 0.419, 0.298, -0.505, -0.399, 0.250, 0.048, 0.356, 0.257, -0.424, -0.451, 0.005, 0.359, 0.254, 0.298, -0.713, -0.479, 0.095, 0.652, 0.182, 0.264, -0.491, -0.433, 0.135, 0.327, 0.138, 0.283],
  "e_homo_ev": -11.731,
  "spin_multiplicity": 1,
  "e_above_lowest_kcal_mol": 15.0,
  "charge": 1,
  "mol_weight_da": 356.525,
  "orbital_gap_ev": 9.698
}

Record 2
{
  "formula": "C4H12",
  "method": "ωB97M-V/def2-TZVPD",
  "elements": ["C", "C", "H", "H", "H", "H", "H", "H", "C", "C", "H", "H", "H", "H", "H", "H"],
  "coordinates": [[-1.136412, -0.207919, 2.644331], [0.076291, 0.667284, 2.358652], [-1.456168, -0.754516, 1.756369], [-0.992566, -1.016530, 3.366207], [-2.003808, 0.395984, 2.906362], [-0.191309, 1.621564, 1.902945], [0.661331, 0.833684, 3.259303], [0.762313, 0.219681, 1.639178], [0.743583, -0.862095, -2.104263], [0.346421, 0.393705, -2.895424], [1.740082, -0.706925, -1.680343], [0.102947, -0.937513, -1.227736], [0.696838, -1.779341, -2.681265], [-0.720371, 0.402622, -3.121100], [0.499123, 1.284711, -2.279964], [0.871706, 0.445598, -3.843245]],
  "forces_ev_per_a": [[-0.468, -0.361, -0.644], [0.353, -0.222, -0.146], [0.059, 0.136, -0.292], [0.212, 0.447, 0.257], [0.041, -0.049, 0.406], [-0.154, 0.044, 0.266], [-0.030, 0.288, 0.099], [-0.009, -0.287, 0.037], [0.048, 0.952, 0.441], [-0.432, -0.372, 0.310], [0.097, -0.324, -0.301], [-0.218, -0.276, -0.008], [0.041, -0.059, -0.039], [-0.059, -0.182, -0.104], [0.306, -0.020, -0.268], [0.213, 0.283, -0.015]],
  "mulliken_charge": [-0.796, -0.754, 0.228, 0.291, 0.263, 0.270, 0.289, 0.211, -0.679, -0.827, 0.244, 0.146, 0.305, 0.267, 0.264, 0.277],
  "e_homo_ev": -11.729,
  "spin_multiplicity": 1,
  "smiles": "CC.CC",
  "e_above_lowest_kcal_mol": 3.8,
  "mol_weight_da": 60.140,
  "orbital_gap_ev": 12.801
}

Record 3
{
  "formula": "C2H7OS",
  "method": "ωB97M-V/def2-TZVPD",
  "elements": ["O", "H", "C", "S", "C", "H", "H", "H", "H", "H", "H"],
  "coordinates": [[0.787974, -1.709812, 1.966286], [0.363562, -2.478040, 1.570368], [-0.728834, -1.030858, -0.794039], [-1.006214, 0.443974, 0.191094], [0.146653, 1.967952, -0.429488], [0.284468, -1.363348, -1.071699], [-1.557666, -1.423953, -1.360037], [0.503584, -0.986300, 1.433869], [0.749740, 2.079754, 0.508240], [0.862090, 1.664998, -1.315080], [-0.405358, 2.835634, -0.699514]],
  "forces_ev_per_a": [[0.871, -1.418, 1.257], [-0.101, 0.334, -0.213], [0.018, 0.849, 0.956], [1.539, -0.731, -1.504], [1.467, -2.412, -0.131], [-0.466, 0.273, 0.463], [-0.097, 0.422, -0.480], [-0.784, 1.111, -0.938], [-0.385, 0.402, -1.028], [-1.523, 0.335, 1.738], [-0.538, 0.835, -0.119]],
  "mulliken_charge": [-0.687, 0.348, -0.875, -0.404, -0.734, 0.282, 0.167, 0.263, 0.193, 0.223, 0.224],
  "e_homo_ev": -1.384,
  "spin_multiplicity": 1,
  "e_above_lowest_kcal_mol": 62.9,
  "charge": -1,
  "mol_weight_da": 79.144,
  "orbital_gap_ev": 5.422
}

Record 4
{
  "formula": "CH6N3",
  "method": "ωB97M-V/def2-TZVPD",
  "elements": ["H", "N", "N", "C", "N", "H", "H", "H", "H", "H"],
  "coordinates": [[-1.482262, 1.407763, -0.868538], [-1.261746, 0.922782, 0.011000], [-0.234263, 0.281670, -0.125014], [0.164737, -0.488387, 1.041118], [0.450367, -0.007581, -1.205280], [-0.579506, -1.261910, 1.191503], [0.230812, 0.096221, 2.079920], [1.129561, -0.893041, 1.099996], [1.364829, -0.306965, -1.043451], [0.217472, 0.249448, -2.181253]],
  "forces_ev_per_a": [[-0.266, -0.073, 0.036], [-0.484, 1.124, -0.750], [0.100, -0.731, 0.830], [-0.444, 0.813, 4.479], [-0.539, 0.524, -2.008], [-0.051, -0.110, -0.184], [-0.910, -0.426, -2.652], [1.449, -0.701, -1.293], [1.507, -0.659, 0.312], [-0.362, 0.238, 1.230]],
  "mulliken_charge": [0.293, -0.555, 0.969, -0.671, -0.553, 0.320, 0.304, 0.353, 0.259, 0.281],
  "e_homo_ev": -16.763,
  "spin_multiplicity": 1,
  "smiles": "[H]/N=[N+](/C)N",
  "e_above_lowest_kcal_mol": 96.9,
  "charge": 1,
  "mol_weight_da": 60.080,
  "orbital_gap_ev": 11.265
}

Record 5
{
  "formula": "C4H10NS",
  "method": "ωB97M-V/def2-TZVPD",
  "elements": ["C", "C", "C", "C", "N", "S", "H", "H", "H", "H", "H", "H", "H", "H", "H", "H"],
  "coordinates": [[-0.459891, -0.973747, -0.144284], [0.663266, 0.204945, 0.192993], [-0.203509, 1.319919, -0.051840], [1.777580, -0.019382, -0.818883], [-1.261519, -1.214854, 1.000479], [-1.193055, 1.836824, 1.156198], [-1.094065, -0.546030, -1.018555], [0.081011, -1.852313, -0.471561], [0.979061, 0.163700, 1.285733], [-0.185256, 1.607692, -1.106727], [2.305982, -0.933031, -0.663584], [2.466833, 0.713605, -0.788930], [1.164930, -0.026360, -1.800129], [-2.309786, -1.368943, 0.893485], [-0.730829, -1.507321, 1.902533], [-2.000752, 2.595297, 0.433073]],
  "forces_ev_per_a": [[-1.542, 1.183, 0.257], [0.592, -0.985, 1.499], [0.571, -0.349, -0.518], [-3.848, -1.222, -1.304], [-0.510, -0.282, 1.398], [0.297, -0.260, 0.064], [0.866, -1.109, 1.302], [0.520, 0.094, -0.309], [-0.435, -0.376, -1.306], [-0.647, 0.563, 0.359], [-0.029, -0.857, 0.031], [2.221, 2.740, -0.222], [1.705, -0.123, 0.995], [2.424, 0.084, 0.522], [-1.859, 0.403, -2.391], [-0.326, 0.496, -0.377]],
  "mulliken_charge": [-0.580, 0.158, -0.216, -1.408, -0.389, 0.004, 0.425, 0.296, 0.471, 0.436, 0.361, 0.431, 0.306, 0.245, 0.246, 0.216],
  "e_homo_ev": -13.663,
  "spin_multiplicity": 1,
  "e_above_lowest_kcal_mol": 52.8,
  "charge": 1,
  "mol_weight_da": 104.198,
  "orbital_gap_ev": 8.165
}

Record 6
{
  "formula": "C6H10Br",
  "method": "ωB97M-V/def2-TZVPD",
  "elements": ["Br", "H", "C", "C", "C", "C", "C", "C", "H", "H", "H", "H", "H", "H", "H", "H", "H"],
  "coordinates": [[1.976402, -2.064820, -0.362482], [1.037637, -0.954952, -0.937089], [0.505355, 0.201332, -1.283925], [0.746872, 1.109879, -0.124515], [0.567998, 0.246426, 1.127844], [-0.872728, -0.255946, 1.216819], [-1.531984, -0.428509, -0.129280], [-0.926633, -0.131223, -1.294539], [0.993113, 0.423906, -2.234200], [1.734134, 1.576840, -0.150266], [-0.032195, 1.884583, -0.144178], [1.213972, -0.682586, 0.978248], [0.959460, 0.702640, 2.045586], [-0.923621, -1.165994, 1.857645], [-1.458429, 0.498894, 1.782858], [-2.547430, -0.844792, -0.088362], [-1.441924, -0.115675, -2.260165]],
  "forces_ev_per_a": [[1.377, -2.124, -0.454], [-0.281, 0.789, -0.614], [-1.351, 0.851, -0.507], [0.831, 0.073, 0.857], [0.993, -1.252, 0.092], [-0.104, 0.282, 0.882], [-0.302, -0.406, 0.210], [0.048, -0.415, -0.462], [-0.149, -0.099, 0.121], [-0.069, -0.039, 0.042], [0.341, 0.104, -0.024], [-0.988, 1.969, 0.811], [-0.514, 0.188, -0.156], [-0.057, 0.380, -0.621], [-0.060, -0.303, -0.324], [0.277, 0.532, -0.261], [0.008, -0.528, 0.409]],
  "mulliken_charge": [-0.392, 0.079, -0.274, -0.585, -0.495, -0.377, -0.366, -0.395, 0.438, 0.289, 0.347, -0.025, 0.352, 0.336, 0.315, 0.366, 0.388],
  "e_homo_ev": [-8.451, -9.235],
  "spin_multiplicity": 2,
  "e_above_lowest_kcal_mol": 26.6,
  "mol_weight_da": 162.050,
  "orbital_gap_ev": [9.422, 7.325]
}

| no. | E_tot (eV) |
| --- | --- |
| 1 | -33013.4086 |
| 2 | -4342.3634 |
| 3 | -15068.6799 |
| 4 | -5594.7439 |
| 5 | -16626.6763 |
| 6 | -76424.0786 |